Record 1
Here is a cluster of 3 separate species, C4H11NO2 in total from the OMol25 dataset. Energies are from wB97M-V/def2-TZVPD.

Each line ends with the Löwdin charge.
Geometry (Å):
C: -0.664 4.053 0.919  -0.078
N: -0.925 2.866 1.224  -0.041
C: -0.349 1.744 0.538  -0.179
C: -0.830 1.380 -0.640  -0.162
C: -0.278 0.160 -1.325  -0.118
H: -0.428 4.463 -0.091  0.085
H: -0.989 4.814 1.696  0.079
H: 0.433 1.290 1.129  0.114
H: -1.729 1.889 -1.005  0.107
H: 0.018 0.055 -2.346  0.055
H: -0.852 -0.735 -1.041  0.074
H: 0.677 -0.036 -0.830  0.064
O: 4.871 -2.459 3.841  -0.058
H: 4.217 -2.560 4.532  0.028
H: 5.449 -1.735 4.094  0.030
O: -3.297 -5.195 -3.517  -0.072
H: -2.500 -5.624 -3.870  0.036
H: -2.824 -4.371 -3.309  0.036

Total charge   0
F_max   2.5 eV/A
HOMO level   -8.79 eV
Electronic energy   -9909.1116 eV
Energy above the lowest of the compared OMol25 structures with the same formula, charge and spin   72.19 kcal per mole
SMILES string   C=N/C=C/C.O.O

---

Record 2
Here is a structure of composition C18H17CdN5O2S from the OMol25 dataset. Energies are from wB97M-V/def2-TZVPD.

Each line ends with the Löwdin charge.
Geometry (Å):
Cd: 0.003 0.044 -0.042  1.419
O: -1.731 -0.461 0.904  -0.272
C: -2.102 0.365 1.848  -0.402
C: -3.489 0.488 2.083  -0.046
C: -4.009 1.347 3.018  -0.096
C: -3.157 2.135 3.787  -0.119
C: -1.797 1.995 3.635  -0.076
C: -1.226 1.132 2.687  -0.172
C: 0.212 1.036 2.662  -0.086
N: 0.837 0.340 1.774  -0.173
N: 2.171 0.115 1.782  0.043
C: 2.579 -0.550 0.712  -0.487
O: 1.872 -0.859 -0.309  -0.187
C: 4.005 -0.946 0.706  -0.157
C: 4.927 -0.326 1.547  -0.034
C: 6.260 -0.690 1.507  -0.085
C: 6.687 -1.684 0.640  -0.094
C: 5.776 -2.294 -0.207  -0.087
C: 4.445 -1.927 -0.179  -0.029
H: -4.137 -0.155 1.504  0.109
H: -5.078 1.401 3.164  0.101
H: -3.561 2.819 4.519  0.098
H: -1.128 2.557 4.275  0.109
H: 0.761 1.545 3.459  0.126
H: 4.573 0.453 2.203  0.102
H: 6.979 -0.200 2.148  0.100
H: 7.726 -1.981 0.609  0.099
H: 6.111 -3.055 -0.896  0.100
H: 3.739 -2.389 -0.852  0.110
C: -2.378 5.347 2.031  -0.096
C: -1.519 5.276 0.768  -0.237
C: -1.615 3.941 0.134  -0.586
N: -0.658 3.114 -0.049  0.015
N: -1.013 1.978 -0.664  -0.114
C: -2.288 1.911 -0.947  -0.717
N: -2.859 0.867 -1.575  0.106
S: -3.164 3.336 -0.460  1.104
H: -2.303 6.334 2.479  0.075
H: -2.049 4.603 2.751  0.058
H: -3.422 5.157 1.793  0.064
H: -0.471 5.468 1.001  0.119
H: -1.863 6.030 0.053  0.112
H: -2.492 -0.045 -1.317  0.084
H: -3.857 0.910 -1.705  0.100

Total charge   0
F_max   2.7 eV/A
HOMO level   -7.38 eV
Electronic energy   -45886.3014 eV

---

Record 3
Here is a cluster of 3 separate species, C18H42N2O8 in total from the OMol25 dataset. Energies are from wB97M-V/def2-TZVPD.

Each line ends with the Löwdin charge.
Geometry (Å):
N: -2.296 -6.036 0.491  -0.020
C: -2.146 -5.699 -0.927  -0.283
C: -0.661 -5.532 -1.292  -0.158
C: -0.245 -6.273 -2.569  -0.167
O: 0.389 -5.438 -3.555  -0.025
C: 1.753 -5.404 -3.581  -0.503
O: 2.331 -5.520 -4.619  0.139
C: 2.438 -5.047 -2.285  -0.096
C: 2.473 -3.515 -2.160  -0.262
N: 2.642 -3.117 -0.763  0.000
H: -1.714 -6.834 0.722  0.061
H: -3.252 -6.302 0.699  0.062
H: -2.614 -6.439 -1.590  0.099
H: -2.663 -4.750 -1.086  0.107
H: -0.060 -5.871 -0.445  0.104
H: -0.428 -4.475 -1.433  0.114
H: 0.407 -7.126 -2.357  0.131
H: -1.127 -6.660 -3.079  0.117
H: 3.445 -5.463 -2.309  0.125
H: 1.920 -5.436 -1.410  0.096
H: 1.522 -3.111 -2.512  0.104
H: 3.264 -3.132 -2.815  0.119
H: 3.617 -3.174 -0.491  0.068
H: 2.367 -2.148 -0.647  0.067
C: -1.199 2.373 -0.225  -0.107
O: -1.401 1.109 -0.823  -0.186
C: -2.626 0.921 -1.499  -0.200
C: -2.501 0.686 -2.995  -0.179
O: -1.925 1.732 -3.757  -0.114
C: -0.541 2.006 -3.639  -0.179
C: 0.409 0.981 -4.237  -0.197
O: 0.300 -0.311 -3.678  -0.194
C: -0.100 -1.345 -4.553  -0.109
H: -1.319 2.312 0.860  0.082
H: -0.177 2.700 -0.428  0.082
H: -1.887 3.126 -0.620  0.090
H: -3.306 1.759 -1.309  0.121
H: -3.101 0.020 -1.090  0.125
H: -3.529 0.619 -3.365  0.129
H: -2.025 -0.274 -3.194  0.101
H: -0.259 2.240 -2.613  0.099
H: -0.396 2.916 -4.228  0.130
H: 1.422 1.353 -4.037  0.126
H: 0.285 0.944 -5.324  0.122
H: -0.594 -0.963 -5.450  0.092
H: -0.802 -1.995 -4.026  0.081
H: 0.763 -1.947 -4.852  0.086
C: 3.386 4.984 4.285  -0.115
O: 2.135 5.559 4.592  -0.182
C: 1.326 5.933 3.499  -0.197
C: 0.012 5.179 3.380  -0.179
O: 0.088 3.779 3.186  -0.124
C: 0.594 2.940 4.208  -0.177
C: -0.229 2.828 5.481  -0.196
O: -0.425 4.042 6.173  -0.184
C: -1.756 4.495 6.278  -0.115
H: 4.190 5.712 4.431  0.086
H: 3.562 4.143 4.958  0.083
H: 3.424 4.618 3.256  0.089
H: 1.885 5.854 2.559  0.121
H: 1.056 6.989 3.626  0.127
H: -0.448 5.550 2.459  0.129
H: -0.661 5.440 4.197  0.099
H: 1.637 3.162 4.435  0.098
H: 0.572 1.940 3.764  0.130
H: 0.326 2.150 6.140  0.127
H: -1.190 2.350 5.259  0.122
H: -2.397 4.060 5.506  0.090
H: -1.765 5.580 6.163  0.084
H: -2.173 4.251 7.260  0.087

Total charge   0
F_max   0.4 eV/A
HOMO level   -9.05 eV
Electronic energy   -38702.6369 eV
Energy above the lowest of the compared OMol25 structures with the same formula, charge and spin   29.09 kcal per mole
SMILES string   NCCCOC(=O)CCN.COCCOCCOC.COCCOCCOC

---

Record 4
Here is the molecule C10H11IO from the OMol25 dataset. Energies are from wB97M-V/def2-TZVPD.

Each line ends with the Löwdin charge.
Geometry (Å):
C: 1.768 0.104 0.276  -0.058
C: 1.144 -0.977 0.743  -0.054
C: 1.173 1.387 -0.063  -0.396
C: -0.117 1.608 0.097  -0.549
C: -2.054 -0.164 -0.306  -0.466
C: -1.581 -1.433 -0.993  -0.089
C: -0.938 -2.235 0.133  -0.139
C: -0.311 -1.166 1.068  -0.288
C: -1.206 0.027 0.874  -0.045
C: 2.067 2.464 -0.616  -0.083
O: -2.934 0.574 -0.683  -0.001
I: -1.315 3.214 -0.341  0.978
H: 2.836 0.045 0.110  0.105
H: 1.734 -1.865 0.931  0.110
H: -2.401 -1.947 -1.492  0.122
H: -0.840 -1.151 -1.746  0.132
H: -1.710 -2.785 0.676  0.118
H: -0.200 -2.949 -0.227  0.112
H: -0.356 -1.509 2.109  0.146
H: -1.610 0.542 1.734  0.124
H: 1.864 3.416 -0.129  0.064
H: 1.873 2.590 -1.682  0.085
H: 3.115 2.210 -0.474  0.073

Total charge   0
F_max   4.2 eV/A
HOMO level   -8.35 eV
Electronic energy   -20694.1185 eV
Energy above the lowest of the compared OMol25 structures with the same formula, charge and spin   30.03 kcal per mole

---

Record 5
Here is the ion C18H16NO3 with charge -1 from the OMol25 dataset. Energies are from wB97M-V/def2-TZVPD.

Each line ends with the Löwdin charge.
Geometry (Å):
C: -4.735 -1.392 -2.031  -0.077
O: -4.033 -0.123 -1.985  -0.113
C: -2.670 -0.114 -1.967  -0.297
C: -2.045 1.137 -1.825  -0.021
C: -0.694 1.214 -1.580  -0.036
C: 0.081 0.047 -1.463  -0.158
C: 1.520 0.081 -0.846  -0.273
C: 2.410 -0.761 -1.740  -0.079
N: 3.722 -0.429 -1.770  -0.490
O: 4.626 -1.127 -2.325  -0.130
O: 4.043 0.650 -1.183  -0.120
C: 1.573 -0.441 0.515  -0.189
C: 2.975 -0.389 1.226  0.004
C: 3.038 0.340 2.387  -0.022
C: 1.682 0.822 2.701  -0.192
C: 1.192 1.489 3.828  -0.054
C: -0.204 1.683 3.961  -0.118
C: -1.070 1.168 2.994  -0.105
C: -0.564 0.477 1.852  -0.039
C: 0.794 0.352 1.684  -0.097
C: -0.514 -1.197 -1.775  -0.035
C: -1.897 -1.293 -1.981  -0.026
H: -5.790 -1.110 -2.042  0.084
H: -4.484 -1.957 -2.943  0.088
H: -4.513 -2.000 -1.140  0.091
H: -2.656 2.031 -1.896  0.111
H: -0.183 2.160 -1.495  0.115
H: 1.894 1.096 -0.700  0.142
H: 2.073 -1.572 -2.400  0.099
H: 1.150 -1.465 0.438  0.153
H: 3.814 -0.900 0.778  0.099
H: 3.870 0.535 3.063  0.100
H: 1.883 1.856 4.598  0.100
H: -0.602 2.242 4.801  0.084
H: -2.163 1.261 3.122  0.092
H: -1.252 0.011 1.145  0.104
H: 0.090 -2.093 -1.878  0.103
H: -2.363 -2.289 -2.128  0.104

Total charge   -1
F_max   5.3 eV/A
HOMO level   -3.35 eV
Electronic energy   -26555.0459 eV
Energy above the lowest of the compared OMol25 structures with the same formula, charge and spin   97.52 kcal per mole
SMILES string   COc1ccc([C@H](C=[N+]([O-])[O-])[C@H]2C=Cc3ccccc32)cc1

---

Record 6
Here is a cluster of 6 separate species, C35H46F40NO11PSi in total from the OMol25 dataset. Energies are from wB97M-V/def2-TZVPD.

Each line ends with the Löwdin charge.
Geometry (Å):
C: 1.612 -0.479 1.169  -0.088
O: 1.594 -1.412 0.091  -0.208
C: 0.300 -1.893 -0.274  -0.345
C: -0.357 -0.868 -1.214  -0.355
C: 0.382 -0.708 -2.537  -0.159
P: -0.388 0.528 -3.617  0.419
O: -1.083 -0.129 -4.736  -0.287
O: 0.734 1.532 -4.133  -0.104
O: -1.383 1.445 -2.777  -0.125
N: -1.764 -1.101 -1.493  -0.009
O: -2.497 -0.838 -0.297  -0.127
C: -3.508 -1.805 -0.086  -0.160
C: -4.591 -1.820 -1.170  -0.407
C: -5.152 -3.215 -1.439  -0.023
O: -5.667 -0.951 -0.825  -0.035
Si: 0.624 -3.651 -0.945  0.594
C: 1.963 -3.704 -2.270  -0.158
C: 1.258 -4.653 0.520  -0.168
C: -0.925 -4.536 -1.567  -0.156
H: 1.953 0.489 0.801  0.079
H: 2.335 -0.813 1.913  0.092
H: 0.640 -0.383 1.650  0.087
H: -0.354 -1.982 0.601  0.120
H: -0.322 0.098 -0.699  0.144
H: 1.401 -0.387 -2.310  0.103
H: 0.411 -1.615 -3.135  0.090
H: 1.453 1.658 -3.494  0.088
H: -2.255 1.029 -2.893  0.076
H: -1.933 -2.053 -1.810  0.106
H: -3.993 -1.507 0.846  0.140
H: -3.064 -2.791 0.086  0.106
H: -4.148 -1.461 -2.105  0.124
H: -5.100 -3.467 -2.496  0.079
H: -6.194 -3.279 -1.131  0.084
H: -4.604 -3.987 -0.900  0.069
H: -5.291 -0.067 -0.691  0.097
H: 1.550 -3.891 -3.262  0.031
H: 2.508 -2.763 -2.327  0.028
H: 2.654 -4.512 -2.034  0.017
H: 1.210 -5.702 0.227  0.026
H: 2.257 -4.363 0.831  0.034
H: 0.566 -4.533 1.357  0.034
H: -1.838 -4.086 -1.174  -0.006
H: -0.934 -5.581 -1.260  0.035
H: -0.986 -4.494 -2.655  0.036
F: 4.082 -7.185 0.786  0.093
C: 4.662 -7.474 -0.396  -0.301
F: 4.061 -6.717 -1.346  0.089
C: 4.499 -8.949 -0.766  -0.443
F: 3.196 -9.228 -0.983  0.136
F: 5.154 -9.087 -1.955  0.103
C: 5.111 -9.996 0.177  -0.042
O: 4.258 -10.627 1.113  0.050
C: 3.998 -10.089 2.347  -0.542
F: 4.789 -9.033 2.620  0.150
F: 4.269 -11.046 3.264  0.144
C: 2.514 -9.745 2.521  -0.285
F: 2.106 -8.881 1.573  0.099
F: 2.345 -9.166 3.732  0.100
H: 5.720 -7.198 -0.352  0.174
H: 5.416 -10.807 -0.482  0.149
H: 6.018 -9.620 0.651  0.148
H: 1.913 -10.655 2.463  0.175
F: -4.548 -0.517 -8.379  0.097
C: -4.507 -1.112 -7.170  -0.298
F: -5.313 -2.201 -7.207  0.094
C: -5.012 -0.179 -6.067  -0.436
F: -6.327 0.084 -6.241  0.133
F: -4.889 -0.900 -4.913  0.095
C: -4.240 1.124 -5.827  -0.038
O: -4.751 2.327 -6.383  0.032
C: -4.442 2.703 -7.671  -0.537
F: -3.460 1.952 -8.196  0.159
F: -3.988 3.979 -7.607  0.139
C: -5.670 2.732 -8.591  -0.286
F: -6.270 1.527 -8.626  0.106
F: -5.257 3.046 -9.840  0.105
H: -3.484 -1.433 -6.954  0.175
H: -4.318 1.291 -4.754  0.143
H: -3.177 0.993 -6.036  0.132
H: -6.384 3.481 -8.248  0.149
F: 2.395 2.611 7.184  0.099
C: 2.914 3.838 7.400  -0.305
F: 2.266 4.392 8.452  0.102
C: 2.737 4.746 6.183  -0.438
F: 1.427 4.995 5.971  0.136
F: 3.331 5.925 6.532  0.103
C: 3.407 4.312 4.870  -0.036
O: 2.610 3.656 3.898  0.052
C: 2.411 2.302 3.904  -0.535
F: 3.205 1.671 4.788  0.155
F: 2.745 1.848 2.668  0.126
C: 0.934 1.943 4.108  -0.284
F: 0.470 2.458 5.259  0.109
F: 0.823 0.593 4.165  0.093
H: 3.972 3.742 7.654  0.146
H: 3.683 5.246 4.385  0.149
H: 4.335 3.771 5.059  0.147
H: 0.339 2.325 3.275  0.177
F: -8.083 7.420 -4.625  0.099
C: -7.588 7.158 -5.851  -0.304
F: -8.266 7.907 -6.751  0.099
C: -7.764 5.683 -6.220  -0.431
F: -9.074 5.390 -6.344  0.140
F: -7.200 5.565 -7.463  0.093
C: -7.069 4.632 -5.340  -0.038
O: -7.843 3.980 -4.352  0.057
C: -8.024 4.503 -3.099  -0.541
F: -7.235 5.571 -2.871  0.150
F: -7.671 3.544 -2.211  0.140
C: -9.498 4.817 -2.817  -0.284
F: -9.987 5.683 -3.725  0.103
F: -9.590 5.383 -1.591  0.099
H: -6.532 7.438 -5.885  0.174
H: -6.799 3.826 -6.017  0.123
H: -6.131 5.009 -4.932  0.153
H: -10.085 3.897 -2.841  0.176
F: 9.259 4.592 6.743  0.095
C: 10.113 5.326 7.486  -0.306
F: 11.374 5.030 7.098  0.101
C: 9.976 5.004 8.977  -0.444
F: 10.365 3.733 9.213  0.138
F: 10.865 5.832 9.597  0.104
C: 8.619 5.270 9.646  -0.037
O: 7.737 4.175 9.820  0.056
C: 6.859 3.777 8.851  -0.541
F: 6.790 4.654 7.827  0.142
F: 5.626 3.733 9.414  0.136
C: 7.139 2.355 8.355  -0.280
F: 8.385 2.253 7.863  0.110
F: 6.258 2.077 7.361  0.090
H: 9.930 6.389 7.306  0.173
H: 8.871 5.559 10.664  0.150
H: 8.114 6.124 9.194  0.148
H: 7.009 1.641 9.170  0.178

Total charge   0
F_max   1.5 eV/A
HOMO level   -8.93 eV
Electronic energy   -186920.9864 eV
Energy above the lowest of the compared OMol25 structures with the same formula, charge and spin   0.00 kcal per mole
SMILES string   CO[C@@H]([C@@H](CP(=O)(O)O)NOC[C@@H](C)O)[Si](C)(C)C.FC(F)C(F)(F)COC(F)(F)C(F)F.FC(F)C(F)(F)COC(F)(F)C(F)F.FC(F)C(F)(F)COC(F)(F)C(F)F.FC(F)C(F)(F)COC(F)(F)C(F)F.FC(F)C(F)(F)COC(F)(F)C(F)F